# 1
Molecular formula: C46H48FGeN4O5P2Tc
Method: DFT, the ωB97M-V functional and the def2-TZVPD basis

Charge: +1
HOMO (alpha / beta) in eV: -10.58 / -10.77
Orbital gap (alpha / beta) in eV: 7.92 / 6.73
Electronic energy in eV: -144686.110
LUMO (alpha / beta) in eV: -2.67 / -4.05
2S+1: 4
F_max in eV/Å: 1.501

Each line ends with the Mulliken charge.
Cartesian coordinates (Å):
Tc 0.939 0.176 0.129  -2.06
C -2.538 -1.549 -0.089  -1.83
C -1.985 -1.315 1.314  -0.15
P -1.093 0.273 1.533  3.59
C -2.428 1.481 1.180  0.22
C -3.470 1.684 2.093  -0.70
C -4.551 2.486 1.753  -0.86
C -4.621 3.081 0.498  -1.02
C -3.597 2.889 -0.414  -0.84
C -2.499 2.109 -0.066  1.26
C -0.913 0.415 3.334  -0.11
C -0.907 -0.690 4.172  -0.76
C -0.752 -0.516 5.545  -0.72
C -0.601 0.756 6.077  -0.71
C -0.597 1.868 5.237  -0.64
C -0.746 1.699 3.871  0.10
C -1.480 -1.879 -1.167  -1.48
P -0.616 -0.426 -1.840  2.58
C 0.497 -1.066 -3.141  2.00
C 0.369 -2.351 -3.654  -0.98
C 1.113 -2.735 -4.765  -0.66
C 1.964 -1.830 -5.383  -0.70
C 2.103 -0.544 -4.868  -1.03
C 1.390 -0.173 -3.739  -0.77
C -1.915 0.310 -2.930  1.04
C -3.239 -0.118 -2.840  -0.66
C -4.201 0.366 -3.718  -0.96
C -3.859 1.291 -4.694  -0.68
C -2.540 1.712 -4.801  -0.80
C -1.578 1.222 -3.932  -0.86
H -3.133 -0.684 -0.374  0.25
H -3.228 -2.389 -0.039  0.75
H -1.295 -2.109 1.588  -1.19
H -2.803 -1.291 2.032  1.13
H -3.451 1.207 3.064  0.50
H -5.347 2.638 2.472  0.45
H -5.474 3.700 0.237  0.43
H -3.645 3.343 -1.399  0.58
H -1.678 2.014 -0.761  -0.74
H -0.996 -1.698 3.783  0.31
H -0.745 -1.387 6.191  0.51
H -0.484 0.886 7.148  0.40
H -0.480 2.865 5.649  0.46
H -0.744 2.566 3.213  0.28
H -1.944 -2.408 -1.994  1.21
H -0.707 -2.514 -0.748  -0.03
H -0.310 -3.064 -3.199  0.28
H 1.015 -3.742 -5.157  0.48
H 2.522 -2.129 -6.264  0.41
H 2.780 0.162 -5.335  0.48
H 1.535 0.814 -3.313  0.45
H -3.550 -0.846 -2.102  0.27
H -5.221 0.006 -3.637  0.47
H -4.615 1.675 -5.372  0.42
H -2.250 2.417 -5.572  0.45
H -0.553 1.534 -4.070  0.41
O 2.419 -0.167 -1.028  0.86
C 3.761 -0.366 -1.005  0.47
C 4.408 -0.832 -2.145  -0.93
C 5.781 -0.985 -2.157  -0.75
C 6.534 -0.676 -1.029  -1.02
C 5.885 -0.245 0.106  -0.97
C 4.498 -0.093 0.136  0.86
C 3.796 0.207 1.377  -0.10
N 2.482 0.337 1.607  1.44
C 2.317 0.577 2.971  -0.47
C 3.525 0.590 3.564  -1.03
N 4.433 0.364 2.550  -0.04
H 3.804 -1.076 -3.011  0.25
H 6.274 -1.351 -3.053  0.50
H 7.611 -0.795 -1.033  0.41
H 6.479 -0.041 0.991  0.36
H 1.360 0.740 3.422  -0.05
H 3.811 0.735 4.595  0.47
H 5.423 0.291 2.669  0.17
F -1.888 -5.690 -1.128  -0.42
C -1.570 -5.354 0.121  0.54
C -0.333 -4.989 0.435  -0.20
N 0.031 -4.593 1.708  0.33
C 1.389 -4.083 1.937  -1.79
C 1.804 -2.770 1.240  0.55
O 3.006 -2.580 1.202  -0.61
O 0.842 -1.982 0.799  0.43
C -0.900 -4.547 2.733  0.36
O -0.657 -4.128 3.853  -0.66
N -2.153 -5.015 2.380  0.01
C -2.631 -5.368 1.111  0.27
O -3.795 -5.635 0.916  -0.61
H 0.452 -4.989 -0.312  0.49
H 2.105 -4.843 1.642  0.39
H 1.496 -3.914 3.000  0.39
H -2.830 -5.035 3.124  0.25
C 1.979 5.156 -0.670  -1.44
Ge 0.448 3.983 -0.358  0.90
C -0.525 4.626 1.212  -1.03
C -0.710 4.154 -1.917  -1.03
C 1.322 2.276 0.147  -1.22
H 1.630 6.189 -0.769  0.41
H 2.496 4.876 -1.594  0.38
H 2.693 5.107 0.159  0.37
H -0.959 5.606 0.986  0.47
H 0.153 4.739 2.066  0.34
H -1.343 3.948 1.489  0.20
H -1.741 4.337 -1.604  0.23
H -0.693 3.276 -2.555  0.20
H -0.365 5.014 -2.501  0.55
H 1.486 2.496 1.206  0.38
H 2.310 2.327 -0.319  0.94

---

# 2
Molecular formula: C46H49Br2F6N6O3PSe2SiTl
Method: DFT, the ωB97M-V functional and the def2-TZVPD basis

Charge: -1
HOMO in eV: -5.01
Orbital gap in eV: 7.15
Electronic energy in eV: -372529.217
LUMO in eV: 2.14
2S+1: 1
F_max in eV/Å: 2.856

Each line ends with the Mulliken charge.
Cartesian coordinates (Å):
Tl 5.468 -22.461 4.750  1.60
C 7.179 -20.191 0.616  -0.96
N 6.418 -21.404 0.406  0.00
C 7.120 -22.378 -0.465  -1.06
C 5.646 -21.866 1.454  0.42
N 5.587 -21.318 2.629  -0.17
N 4.819 -22.889 1.188  0.01
C 3.752 -23.248 2.060  0.03
N 2.566 -23.322 1.447  -0.71
N 3.960 -23.406 3.338  0.18
H 7.591 -19.866 -0.338  0.31
H 7.993 -20.401 1.327  0.29
H 6.525 -19.397 1.031  0.34
H 6.571 -23.308 -0.507  0.36
H 8.089 -22.627 0.024  0.26
H 7.125 -22.005 -1.466  0.37
H 6.166 -20.489 2.672  -0.37
H 4.704 -22.989 0.193  0.41
H 2.639 -23.320 0.459  0.03
H 1.040 -24.033 1.783  0.45
H 3.165 -23.828 3.792  -0.18
Se 5.838 -25.781 4.872  -0.29
P 4.945 -25.252 6.712  0.67
Se 4.189 -23.202 6.916  -0.19
C 5.999 -25.332 8.188  0.33
C 5.448 -24.954 9.425  -0.75
C 6.242 -24.841 10.500  -0.56
C 7.583 -25.080 10.434  -0.41
C 8.179 -25.402 9.262  -0.38
C 7.360 -25.501 8.098  -0.09
C 3.682 -26.485 7.077  0.67
C 4.074 -27.816 7.232  -0.56
C 3.103 -28.768 7.516  -0.54
C 1.746 -28.413 7.565  -0.64
C 1.399 -27.065 7.484  -0.65
C 2.315 -26.094 7.126  -0.47
H 4.432 -24.742 9.640  0.39
H 5.838 -24.496 11.405  0.47
H 8.125 -24.922 11.393  0.29
H 9.285 -25.609 9.160  0.27
H 7.815 -25.787 7.100  0.11
H 5.131 -28.057 7.198  0.39
H 3.364 -29.774 7.719  0.43
H 1.007 -29.114 7.846  0.44
H 0.367 -26.829 7.592  0.42
H 2.015 -25.093 6.906  0.17
C 1.102 -22.079 4.476  -0.28
C 1.553 -21.020 5.401  0.29
C 0.654 -20.406 6.276  -1.10
C 1.068 -19.474 7.164  -1.08
C 2.479 -19.199 7.205  0.82
C 3.068 -18.181 8.009  -0.09
Br 1.988 -16.972 9.033  -0.29
C 4.392 -17.888 7.902  -0.55
C 5.260 -18.658 7.080  0.20
Br 7.080 -18.339 7.303  -0.18
C 4.779 -19.669 6.329  -0.41
O 5.549 -20.362 5.524  -0.45
C 3.329 -19.928 6.338  -0.03
N 2.879 -20.779 5.409  0.14
H 1.384 -23.066 4.937  -0.25
H 1.641 -21.965 3.485  -0.03
H 0.049 -22.077 4.261  0.55
H -0.387 -20.583 6.191  0.52
H 0.406 -18.958 7.813  0.40
H 4.733 -17.004 8.436  0.38
C 0.959 -26.563 1.582  -1.72
C -0.268 -25.626 1.672  1.15
O 0.063 -24.269 1.971  -0.56
C -0.930 -25.610 0.337  0.61
F -1.152 -26.830 -0.136  -0.27
F -0.096 -25.003 -0.501  -0.25
F -2.059 -24.893 0.328  -0.26
C -1.206 -26.137 2.792  0.45
F -0.558 -26.296 3.960  -0.18
F -1.775 -27.343 2.466  -0.30
F -2.198 -25.291 3.027  -0.26
H 1.713 -26.245 0.842  0.40
H 0.641 -27.533 1.179  0.47
H 1.484 -26.706 2.540  0.39
C 9.632 -23.244 2.694  -1.85
C 10.167 -23.195 4.139  2.50
C 9.698 -24.405 4.933  -1.60
C 11.766 -23.122 4.109  -1.75
Si 9.074 -21.824 5.002  -1.15
O 7.575 -22.279 4.681  0.44
C 9.542 -21.769 6.851  0.95
C 8.540 -22.134 7.775  0.21
C 8.784 -21.973 9.137  -0.81
C 10.057 -21.670 9.592  -0.64
C 11.096 -21.524 8.678  -0.86
C 10.829 -21.540 7.326  -0.18
C 9.374 -20.092 4.358  1.10
C 8.400 -19.245 3.898  0.59
C 8.747 -17.972 3.431  -1.21
C 10.067 -17.500 3.580  -0.56
C 11.010 -18.270 4.178  -1.10
C 10.680 -19.581 4.516  -0.30
H 10.182 -24.041 2.156  0.52
H 9.882 -22.351 2.207  0.47
H 8.561 -23.460 2.613  0.00
H 10.083 -25.282 4.422  0.62
H 8.637 -24.513 5.012  -0.12
H 10.150 -24.390 5.981  0.23
H 12.160 -24.015 3.567  0.44
H 12.181 -23.233 5.130  0.33
H 12.140 -22.223 3.679  0.37
H 7.545 -22.419 7.379  0.12
H 7.976 -22.087 9.896  0.42
H 10.317 -21.545 10.640  0.37
H 12.049 -21.305 9.153  0.37
H 11.617 -21.293 6.581  0.03
H 7.377 -19.560 3.851  0.48
H 8.012 -17.367 2.920  0.45
H 10.377 -16.514 3.249  0.37
H 11.989 -17.840 4.243  0.44
H 11.495 -20.217 4.950  -0.07

---

# 3
Molecular formula: C46H49F10N2O19S
Method: DFT, the ωB97M-V functional and the def2-TZVPD basis

Charge: +1
HOMO in eV: -10.76
Orbital gap in eV: 6.92
Electronic energy in eV: -128378.411
LUMO in eV: -3.84
2S+1: 1
F_max in eV/Å: 2.198

Each line ends with the Mulliken charge.
Cartesian coordinates (Å):
C -1.218 1.219 3.273  -0.81
C -2.401 2.178 3.180  -0.36
N -3.731 1.571 3.017  -0.70
N -4.053 1.165 1.717  -0.01
C -3.857 -0.104 1.327  1.40
C -3.312 -1.162 2.257  -2.45
C -2.047 -1.878 1.742  -0.93
C -1.396 -2.661 2.909  -0.73
C -1.716 -4.139 2.874  0.25
O -0.957 -4.946 3.382  -0.59
O -2.890 -4.513 2.296  -0.10
C -2.779 -5.633 1.405  -0.24
C -3.001 -6.978 2.083  -1.18
C -4.186 -0.462 0.069  -0.38
O -4.048 -1.760 -0.331  -0.73
C -4.678 0.472 -0.825  1.01
C -4.977 0.029 -2.221  -1.70
C -3.947 0.625 -3.214  -0.60
C -2.549 0.031 -3.001  -0.26
C -2.386 -1.366 -3.621  -1.25
C -1.885 -1.321 -5.064  0.87
F -1.324 -0.151 -5.393  -0.28
F -2.995 -1.431 -5.857  -0.37
C -1.009 -2.553 -5.438  0.49
F -1.100 -2.769 -6.744  -0.28
F -1.511 -3.620 -4.823  -0.26
S 0.812 -2.361 -4.994  1.46
F 0.998 -1.244 -6.069  -0.30
F 0.434 -1.311 -3.864  -0.25
F 0.699 -3.515 -3.906  -0.34
F 1.193 -3.466 -6.054  -0.33
F 2.327 -2.208 -4.614  -0.31
C -4.869 1.769 -0.379  1.34
C -5.412 2.794 -1.346  -2.70
C -4.574 2.096 0.896  0.65
C -4.816 3.529 1.334  0.43
C -3.608 4.433 1.017  -1.66
F -5.206 3.650 2.639  -0.34
H -0.311 1.821 3.292  0.53
H -1.217 0.607 4.171  0.23
H -1.162 0.636 2.358  -0.11
H -2.234 2.820 2.320  0.09
H -2.456 2.834 4.044  0.43
H -3.949 0.862 3.697  0.43
H -4.088 -1.926 2.328  0.39
H -3.074 -0.781 3.239  0.74
H -1.330 -1.201 1.278  0.90
H -2.291 -2.631 1.004  0.61
H -0.316 -2.591 2.812  0.19
H -1.671 -2.262 3.883  0.78
H -3.533 -5.533 0.630  0.45
H -1.813 -5.671 0.899  0.31
H -2.077 -7.375 2.488  0.24
H -3.367 -7.686 1.339  0.44
H -3.756 -6.914 2.862  0.23
H -3.246 -1.832 -0.865  0.08
H -4.931 -1.047 -2.336  0.51
H -5.968 0.371 -2.512  0.62
H -4.301 0.473 -4.231  0.36
H -3.866 1.696 -3.052  0.47
H -2.413 -0.085 -1.921  -0.49
H -1.793 0.744 -3.314  0.76
H -1.741 -1.972 -2.987  0.59
H -3.359 -1.848 -3.622  0.52
H -6.188 3.413 -0.913  0.57
H -5.826 2.341 -2.236  0.40
H -4.574 3.406 -1.678  0.41
H -5.633 3.925 0.750  0.36
H -2.898 3.946 0.354  0.45
H -3.965 5.302 0.468  0.35
H -3.143 4.814 1.921  0.48
C 1.841 1.075 1.520  -1.00
C 2.570 1.517 0.479  0.17
C 2.535 0.820 -0.858  1.27
O 3.191 1.273 -1.770  -0.56
C 1.706 -0.375 -0.984  -0.99
C 0.991 -0.807 0.057  0.52
C 1.002 -0.097 1.376  0.93
O 0.298 -0.542 2.271  -0.40
O 0.216 -1.896 -0.004  -0.78
O 3.349 2.582 0.568  -0.53
H 1.853 1.567 2.482  0.66
H 1.696 -0.882 -1.937  0.60
H -0.176 -1.987 0.885  0.37
H 3.783 2.719 -0.304  0.17
C 8.274 5.533 -0.514  -0.96
C 8.849 4.664 0.326  0.23
C 8.189 3.364 0.681  0.81
O 8.765 2.605 1.433  -0.60
C 6.878 3.076 0.103  -0.82
C 6.312 3.952 -0.730  0.33
C 6.981 5.237 -1.105  1.22
O 6.417 5.984 -1.883  -0.73
O 5.111 3.750 -1.291  -0.62
O 10.030 4.887 0.895  -0.58
H 8.738 6.472 -0.781  0.43
H 6.404 2.144 0.378  0.46
H 4.946 4.535 -1.849  0.31
H 10.216 4.107 1.451  0.36
C -5.761 -8.721 6.357  -1.06
C -6.422 -8.603 7.518  0.35
C -6.409 -7.325 8.309  1.02
O -7.046 -7.281 9.343  -0.60
C -5.631 -6.206 7.797  -0.95
C -4.969 -6.328 6.641  0.29
C -5.005 -7.596 5.839  1.01
O -4.391 -7.619 4.787  -0.51
O -4.237 -5.343 6.121  -0.54
O -7.128 -9.595 8.042  -0.56
H -5.765 -9.633 5.778  0.44
H -5.614 -5.297 8.382  0.43
H -3.868 -5.696 5.288  0.27
H -7.505 -9.251 8.875  0.36
C 9.696 7.211 -6.308  -0.95
C 8.946 6.762 -5.293  0.39
C 9.445 5.708 -4.349  0.85
O 8.705 5.368 -3.443  -0.40
C 10.767 5.151 -4.567  -1.10
C 11.519 5.597 -5.584  0.43
C 11.030 6.671 -6.517  1.00
O 11.773 7.038 -7.406  -0.61
O 12.733 5.127 -5.837  -0.57
O 7.720 7.215 -5.047  -0.58
H 9.349 7.971 -6.993  0.43
H 11.108 4.381 -3.889  0.44
H 13.055 5.617 -6.618  0.36
H 7.403 6.733 -4.256  0.31

---

# 4
Molecular formula: C46H50BrCl3GeN6O5S2W
Method: DFT, the ωB97M-V functional and the def2-TZVPD basis

Charge: +1
HOMO (alpha / beta) in eV: -10.12 / -10.15
Orbital gap (alpha / beta) in eV: 6.84 / 4.47
Electronic energy in eV: -255311.326
LUMO (alpha / beta) in eV: -3.28 / -5.67
Energy relative to the best compared isomer or geometry (same formula, charge and spin) in kJ/mol: 103.6
2S+1: 4
F_max in eV/Å: 0.721

Each line ends with the Mulliken charge.
Cartesian coordinates (Å):
W -0.596 -1.326 -0.137  1.50
C -2.883 -3.074 4.041  -1.92
C -1.712 -3.490 3.142  2.69
C -1.702 -5.021 3.042  -1.47
C -0.387 -3.008 3.659  0.58
C -0.129 -3.228 5.000  -0.41
C 1.102 -2.963 5.572  -1.56
C 2.114 -2.395 4.805  -0.26
C 1.935 -2.134 3.469  0.54
C 3.028 -1.335 2.775  2.40
C 4.346 -2.112 2.662  -1.89
C 3.285 -0.012 3.512  -1.48
C 0.681 -2.505 2.831  -0.20
N 0.602 -2.389 1.458  0.33
C 1.757 -2.894 0.804  -0.43
O 2.299 -3.909 1.158  -0.58
C 2.285 -2.102 -0.350  -0.26
C 3.522 -2.472 -0.837  -0.97
C 4.026 -1.772 -1.912  -1.40
C 3.294 -0.708 -2.401  -0.89
C 2.083 -0.346 -1.820  0.14
N 1.559 -1.069 -0.806  0.98
C 1.583 1.013 -2.314  -0.11
O 2.078 1.429 -3.352  -0.67
N 0.905 1.779 -1.464  0.86
C 0.487 3.031 -1.382  -0.23
C 1.022 3.819 -0.278  -0.24
C 0.310 4.919 0.147  -0.35
C -0.842 5.331 -0.515  -1.44
C -1.221 4.722 -1.708  -0.39
C -0.543 3.638 -2.227  0.97
C -0.765 3.370 -3.707  0.15
C 0.418 4.001 -4.465  -1.59
C -1.069 1.964 -4.201  -0.97
C 2.404 3.623 0.341  0.79
C 2.393 3.761 1.886  -1.63
C 3.268 2.440 -0.100  -1.86
H -3.816 -3.182 3.485  0.41
H -2.959 -3.724 4.914  0.51
H -2.808 -2.050 4.406  0.47
H -1.862 -3.087 2.148  -1.57
H -1.669 -5.461 4.041  0.40
H -2.612 -5.363 2.546  0.39
H -0.852 -5.384 2.479  0.32
H -0.908 -3.667 5.609  0.42
H 1.271 -3.180 6.618  0.43
H 3.047 -2.124 5.278  0.42
H 2.691 -1.059 1.774  -1.20
H 4.798 -2.235 3.648  0.48
H 4.207 -3.101 2.234  0.29
H 5.054 -1.555 2.046  0.41
H 3.766 -0.186 4.474  0.61
H 3.956 0.612 2.921  0.35
H 2.359 0.541 3.696  0.16
H 4.016 -3.328 -0.404  0.68
H 4.971 -2.042 -2.363  0.49
H 3.643 -0.103 -3.224  0.70
H 0.673 5.504 0.982  0.54
H -1.390 6.192 -0.153  0.46
H -2.023 5.159 -2.291  0.51
H -1.645 3.970 -3.954  0.55
H 1.339 3.455 -4.274  0.20
H 0.215 3.965 -5.536  0.49
H 0.554 5.046 -4.181  0.37
H -0.262 1.259 -4.024  0.02
H -1.984 1.588 -3.757  0.13
H -1.216 2.008 -5.282  0.64
H 2.933 4.503 -0.043  0.84
H 2.974 2.959 2.347  0.40
H 2.844 4.697 2.212  0.34
H 1.384 3.726 2.295  0.36
H 2.866 1.474 0.207  0.14
H 3.415 2.420 -1.180  0.52
H 4.250 2.555 0.362  0.51
O -1.969 1.045 4.772  -0.58
C -1.335 0.757 3.625  0.08
C -0.096 1.337 3.290  -1.16
C 0.502 1.021 2.094  0.32
N -0.119 0.155 1.289  1.18
C -1.252 -0.421 1.612  1.31
Br -2.957 -2.374 0.001  -0.43
C -1.953 -0.140 2.756  -2.88
H -1.448 1.645 5.320  0.36
H 0.377 2.045 3.960  0.43
H 1.439 1.446 1.771  -0.06
H -2.915 -0.579 2.974  1.16
O 0.192 -1.854 -4.736  -0.77
C -1.124 -1.785 -5.048  0.92
C -1.470 -2.070 -6.366  -0.75
C -2.786 -1.993 -6.774  -0.43
C -3.788 -1.626 -5.878  -0.94
C -3.448 -1.322 -4.578  -0.55
C -2.119 -1.395 -4.146  -0.05
C -1.807 -0.959 -2.785  -0.31
O -0.750 -1.454 -2.151  1.13
N -2.497 -0.037 -2.232  -0.93
N -1.954 0.360 -1.010  0.79
C -2.671 1.352 -0.572  -0.21
S -2.198 2.414 0.717  0.34
C -3.854 3.098 0.952  -0.84
C -4.455 3.285 -0.426  -0.59
S -4.129 1.801 -1.412  0.04
H 0.303 -1.995 -3.785  -0.15
H -0.682 -2.360 -7.048  0.50
H -3.039 -2.229 -7.799  0.42
H -4.820 -1.582 -6.196  0.44
H -4.204 -1.028 -3.862  0.45
H -3.744 4.045 1.479  0.50
H -4.447 2.415 1.561  0.29
H -4.021 4.149 -0.929  0.18
H -5.535 3.411 -0.373  0.53
Cl 1.274 -3.997 -2.577  -0.34
Ge -0.452 -3.882 -1.214  1.25
Cl -2.014 -4.390 -2.595  -0.29
Cl -0.190 -5.683 -0.064  -0.34

---

- Which formula does entry 4 have?
  C46H50BrCl3GeN6O5S2W

---

- Which formula does entry 4 have?
  C46H50BrCl3GeN6O5S2W